Entry from the OMol25 dataset: C39H34ClN3SSi2Yb as an isolated structure in a non-equilibrium geometry (ωB97M-V/def2-TZVPD).

Geometry as XYZ:
```
81
Properties=species:S:1:pos:R:3:forces:R:3:mulliken_charge:R:1
C -1.956 -1.116 3.538 -0.6399 0.0705 -0.2383 0.00
C -2.774 -0.945 2.384 0.1113 -0.4416 0.3625 -0.71
C -2.897 -2.224 1.764 0.3292 0.1568 -0.0930 -0.62
H -3.258 -0.014 2.088 0.0024 -0.3235 0.0935 0.53
C -2.125 -3.157 2.509 0.1467 0.1153 -0.3324 -0.81
C -1.520 -2.465 3.589 -0.4373 0.1907 0.1382 -0.78
H -0.875 -2.897 4.356 -0.3310 0.1690 -0.2826 0.54
H -1.702 -0.334 4.244 -0.2134 -0.4268 -0.3721 0.25
H -3.544 -2.459 0.920 0.1533 0.0008 0.1526 0.65
H -2.071 -4.236 2.327 0.0099 0.4866 0.0323 0.49
Yb -0.279 -1.195 1.617 -0.5420 -0.4739 1.6834 1.09
Si -1.046 -0.904 -2.736 -0.7383 0.2019 -6.3398 0.03
C -0.643 0.689 -3.766 -0.0645 0.0020 0.5038 0.05
C 0.644 0.950 -4.290 0.0579 -0.3139 -0.2814 -0.07
H 1.495 0.293 -4.066 -0.4906 -0.0048 -0.3053 0.53
C 0.821 1.936 -5.278 -0.0357 -0.0084 0.2773 -0.73
H 1.812 2.092 -5.699 -0.2382 -0.0475 0.0094 0.44
C -0.257 2.713 -5.684 -0.1120 0.1458 0.0450 -0.58
H -0.129 3.467 -6.467 -0.0339 -0.2870 0.3239 0.40
C -1.499 2.557 -5.061 -0.0153 0.0553 0.0927 -0.59
H -2.330 3.226 -5.314 0.3557 -0.3599 0.0650 0.48
C -1.677 1.559 -4.095 -0.2067 0.2768 -0.2092 -0.24
H -2.649 1.452 -3.608 0.2091 -0.0029 -0.2677 0.41
C -0.228 -2.120 -3.978 0.4904 -0.5691 0.5394 0.79
C -0.669 -1.994 -5.309 -0.1203 0.3976 -0.0444 -0.49
H -1.493 -1.310 -5.539 0.2499 -0.2135 0.0328 0.30
C -0.051 -2.672 -6.363 -0.0311 -0.0413 0.3861 -0.68
H -0.406 -2.534 -7.385 0.0368 -0.0322 0.3183 0.42
C 1.031 -3.516 -6.104 -0.1081 0.1453 0.2699 -0.51
H 1.523 -4.044 -6.918 -0.0637 0.1286 0.1715 0.39
C 1.464 -3.680 -4.789 -0.0628 -0.1248 -0.0217 -0.71
H 2.312 -4.333 -4.567 -0.3172 0.1699 -0.0933 0.40
C 0.821 -3.015 -3.741 0.1779 0.0718 -0.1304 0.08
H 1.181 -3.189 -2.729 -0.0528 0.0105 -0.3982 0.20
H -2.507 -1.103 -2.943 0.1719 0.2966 0.2819 -0.22
Si 1.662 1.824 -1.953 -1.5380 0.0200 0.8312 0.07
C 0.960 0.229 -1.208 0.1482 -0.1068 -0.5440 -0.13
C -0.462 0.034 -1.083 0.4123 0.0445 1.7658 0.27
H -1.094 0.903 -0.926 -0.1316 -0.0782 -0.5128 0.49
C -1.051 -1.277 -0.888 0.7322 -0.4276 2.5733 -0.02
H -2.117 -1.355 -0.645 0.3911 -0.0472 -0.0472 0.63
C -0.165 -2.379 -0.637 -0.5901 -0.2673 -0.3870 -0.45
H -0.591 -3.371 -0.435 0.2067 0.4555 -0.1733 0.17
C 1.198 -2.152 -0.671 0.8379 -0.3022 0.0225 -0.89
H 1.894 -2.978 -0.469 -0.4116 0.3606 -0.1858 0.79
C 1.749 -0.906 -1.049 -0.2091 -0.1147 0.0519 -0.98
H 2.820 -0.832 -1.229 -0.1397 -0.0616 0.2681 0.54
C 0.401 3.148 -1.683 -0.0177 0.9339 0.1780 0.63
C -0.498 3.023 -0.606 -0.3200 -0.5624 -0.3364 -0.10
H -0.232 2.378 0.246 -0.2628 0.2555 -0.4765 0.11
C -1.757 3.618 -0.676 0.2708 0.3316 0.0404 -0.21
H -2.507 3.362 0.074 0.1794 0.2917 -0.1336 0.52
C -2.026 4.530 -1.701 0.0718 0.0396 -0.2103 -0.68
H -3.017 4.979 -1.798 0.3437 -0.0993 0.0996 0.41
C -1.013 4.887 -2.600 0.0956 0.1537 0.0733 -0.41
H -1.180 5.670 -3.348 -0.0096 -0.2797 0.3598 0.41
C 0.210 4.213 -2.584 -0.3642 -0.5504 -0.0395 -0.64
H 1.001 4.456 -3.302 -0.4586 -0.1064 0.0648 0.41
H 2.891 2.187 -1.352 1.4684 -0.1002 0.3196 -0.20
Cl 0.892 0.966 1.848 0.5523 0.9056 -0.2323 -0.55
N 2.172 -0.174 6.001 0.7083 -0.0144 0.4639 -0.02
C 1.333 0.793 6.538 -0.3018 -0.2999 -0.5244 0.56
C 1.434 1.596 7.657 -0.1928 0.6048 0.4935 -1.12
C 0.381 2.496 7.899 0.5276 -0.4747 -0.1650 -0.43
C -0.741 2.546 7.047 -0.0378 -0.3355 -0.4380 -0.66
C -0.842 1.703 5.936 -0.1040 0.1617 0.1484 -0.57
C 0.210 0.822 5.680 1.0034 -0.2486 0.6017 0.40
N 0.387 -0.109 4.691 1.7340 -1.4055 -0.7255 0.15
C 1.581 -0.693 4.885 -2.1680 1.9808 0.6081 0.23
C 2.200 -1.710 4.056 0.5653 -0.6706 -0.9405 -0.24
C 3.481 -2.206 4.219 -1.1576 0.0564 -0.2873 -0.52
S 3.758 -3.521 3.130 -1.0095 0.5922 -0.0160 -0.16
C 2.160 -3.294 2.457 0.3019 1.2609 1.2548 -0.34
N 1.483 -2.280 2.997 1.3378 -1.2955 -0.0685 0.10
H 3.071 -0.454 6.380 -0.4264 0.1912 -0.0677 0.22
H 2.311 1.502 8.300 -0.3331 0.2849 -0.0123 0.39
H 0.427 3.173 8.755 0.0215 -0.2956 -0.2636 0.37
H -1.545 3.254 7.265 0.2878 -0.2673 -0.0865 0.39
H -1.697 1.686 5.259 0.1180 0.2689 0.3263 0.45
H 4.201 -1.820 4.936 -0.0096 -0.4567 -0.3126 0.38
H 1.752 -3.945 1.682 0.2297 0.2535 0.2719 0.51
```
Positions in Å, forces in eV/Å.

Charge: +1
DFT total energy: -116099.6914 eV
<S²>: 0.782
Multiplicity: 2
Lowest unoccupied orbital energy (spin up / spin down): -0.167 / -0.169 Ha
HOMO-LUMO gap (spin up / spin down): 5.10 / 5.05 eV
Relative energy (zero: lowest compared OMol25 entry of this formula, charge and spin): 4.562 eV